Density functional theory data (wB97M-V/def2-TZVPD) for a cluster of 15 separate species, C57H129N15O15 in total at a distorted geometry.

Summary:
* HOMO level: -0.32382 Eh
* E_LUMO: 0.0 eV
* total charge: 0

Last column: Löwdin charge in e.
Positions of all 216 atoms, in Å:
C (0.83152, 1.55333, -1.10148)  -0.30
O (1.63344, 2.39978, -0.65390)  -0.05
N (-0.17161, 1.10596, -0.33989)  -0.13
C (-1.11541, 0.13348, -0.89051)  -0.05
C (-0.34890, 1.53605, 1.09189)  -0.01
H (0.97939, 1.10957, -2.09273)  0.11
H (-1.01513, -0.79901, -0.30637)  0.07
H (-0.83762, -0.12209, -1.91968)  0.08
H (-2.16262, 0.44873, -0.88611)  0.07
H (-0.52020, 0.64150, 1.70821)  0.09
H (0.53583, 2.05097, 1.47924)  0.07
H (-1.18663, 2.21032, 1.21478)  0.06
C (-0.47855, 4.96160, 1.94799)  -0.32
O (-1.69392, 4.71962, 2.03761)  -0.04
N (0.22586, 5.11850, 0.78371)  -0.15
C (1.70350, 5.34067, 0.75810)  -0.04
C (-0.39139, 4.95952, -0.54244)  -0.03
H (0.21754, 5.11762, 2.78799)  0.12
H (2.19622, 4.99997, 1.68720)  0.07
H (1.91835, 6.42743, 0.60050)  0.10
H (2.15917, 4.83075, -0.10645)  0.06
H (-1.38895, 4.52781, -0.40475)  0.07
H (-0.52595, 5.92779, -1.03611)  0.10
H (0.14848, 4.23282, -1.14683)  0.07
C (-0.23751, -5.37552, -1.66949)  -0.33
O (0.02151, -6.58231, -1.44143)  -0.04
N (-1.46694, -4.90568, -1.47463)  -0.17
C (-1.81385, -3.55629, -1.80801)  -0.08
C (-2.60128, -5.69292, -1.05277)  -0.04
H (0.44549, -4.65086, -2.09437)  0.11
H (-2.59432, -3.45611, -2.58611)  0.09
H (-0.90148, -3.02710, -2.08468)  0.06
H (-2.20815, -3.06955, -0.91464)  0.05
H (-2.24552, -6.72564, -1.09049)  0.09
H (-2.94104, -5.46349, -0.03018)  0.07
H (-3.45443, -5.58999, -1.73609)  0.09
C (0.73020, -4.51079, -6.81011)  -0.33
O (0.61355, -3.40176, -7.35566)  -0.04
N (-0.03201, -4.90231, -5.79900)  -0.18
C (0.15078, -6.23769, -5.21957)  -0.03
C (-1.09423, -4.07422, -5.26102)  -0.03
H (1.45813, -5.26105, -7.15040)  0.14
H (0.36623, -6.20435, -4.13788)  0.07
H (0.97702, -6.73129, -5.73448)  0.08
H (-0.76554, -6.85914, -5.25916)  0.10
H (-1.12247, -3.14995, -5.84847)  0.09
H (-2.05036, -4.57945, -5.29756)  0.09
H (-0.87894, -3.86268, -4.20137)  0.07
C (2.93863, -4.00235, 5.32119)  -0.31
O (3.04767, -4.43286, 4.15192)  -0.04
N (1.78711, -3.57105, 5.85853)  -0.18
C (1.76939, -2.93422, 7.16024)  -0.06
C (0.51527, -3.63943, 5.13839)  -0.04
H (3.82947, -3.92690, 5.94474)  0.13
H (0.92964, -3.33597, 7.76389)  0.10
H (1.62512, -1.85668, 7.09977)  0.08
H (2.70229, -3.16914, 7.68913)  0.09
H (0.20849, -2.65420, 4.78002)  0.08
H (0.65278, -4.23251, 4.21361)  0.09
H (-0.30650, -4.06314, 5.71185)  0.08
C (6.85222, 1.09533, -0.47051)  -0.34
O (8.04868, 1.13735, -0.72688)  0.00
N (5.81483, 1.37438, -1.31396)  -0.17
C (6.11512, 1.79658, -2.72307)  0.00
C (4.43868, 1.29411, -0.94778)  -0.09
H (6.47660, 0.67469, 0.51605)  0.13
H (5.58570, 2.77646, -2.73758)  0.08
H (5.72670, 1.24080, -3.58512)  0.08
H (7.16771, 2.06670, -2.81554)  0.08
H (4.32787, 0.80089, 0.01267)  0.06
H (3.97670, 2.26996, -0.83714)  0.06
H (3.87005, 0.69285, -1.68189)  0.08
C (5.18415, 6.19695, -4.15338)  -0.32
O (5.99928, 7.00786, -3.70858)  -0.01
N (4.43310, 5.42091, -3.32691)  -0.19
C (3.21420, 4.79380, -3.91314)  -0.05
C (4.42220, 5.56288, -1.88582)  -0.05
H (5.03649, 5.97951, -5.22412)  0.13
H (3.04609, 3.82774, -3.44631)  0.07
H (3.50734, 4.58963, -4.93865)  0.06
H (2.30962, 5.40811, -3.89604)  0.10
H (4.44331, 4.60727, -1.35971)  0.07
H (5.29217, 6.17519, -1.62351)  0.09
H (3.51411, 6.09505, -1.57188)  0.08
C (-4.99418, 3.53129, 2.47508)  -0.33
O (-6.10598, 3.80849, 2.08661)  0.00
N (-4.58991, 2.20445, 2.49245)  -0.18
C (-5.49916, 1.07167, 2.21576)  -0.05
C (-3.30257, 1.87153, 3.15316)  -0.06
H (-4.23025, 4.23331, 2.84421)  0.13
H (-5.13212, 0.60561, 1.28252)  0.07
H (-6.56896, 1.30979, 2.08502)  0.09
H (-5.43717, 0.31164, 3.00659)  0.07
H (-2.68875, 1.20408, 2.50423)  0.06
H (-2.69303, 2.81103, 3.11394)  0.07
H (-3.42506, 1.53189, 4.17900)  0.08
C (-1.62935, 3.87377, -6.87627)  -0.34
O (-1.52936, 4.68812, -7.78458)  -0.01
N (-0.55710, 3.27745, -6.33186)  -0.17
C (-0.60360, 2.11147, -5.50488)  -0.08
C (0.83470, 3.52880, -6.85382)  -0.02
H (-2.60716, 3.55388, -6.43303)  0.14
H (-0.07148, 2.31743, -4.56073)  0.08
H (-0.13798, 1.17121, -5.87692)  0.09
H (-1.65426, 1.90610, -5.29680)  0.07
H (1.17403, 2.60529, -7.35289)  0.08
H (0.78514, 4.30847, -7.64732)  0.09
H (1.65290, 3.70213, -6.13969)  0.06
C (2.89038, 0.72666, -4.77818)  -0.30
O (2.47864, 1.28862, -3.73738)  -0.07
N (2.53396, -0.54677, -5.15091)  -0.15
C (1.47204, -1.30996, -4.39046)  -0.02
C (3.07914, -1.22230, -6.37933)  -0.02
H (3.62401, 1.24296, -5.41376)  0.13
H (1.15167, -0.88149, -3.43891)  0.06
H (1.94240, -2.27674, -4.18189)  0.08
H (0.60904, -1.48894, -5.04408)  0.08
H (3.54911, -0.48785, -7.02694)  0.08
H (3.83877, -1.94324, -6.08724)  0.08
H (2.25187, -1.67734, -6.91499)  0.06
C (2.32153, -2.30466, -0.95549)  -0.33
O (1.18002, -2.50592, -1.38569)  -0.05
N (2.68313, -2.48036, 0.28859)  -0.17
C (1.74696, -2.93196, 1.25818)  -0.03
C (4.10878, -2.26227, 0.63039)  -0.02
H (3.12857, -1.93395, -1.59207)  0.14
H (0.99892, -3.52738, 0.73583)  0.08
H (1.26503, -2.12047, 1.85569)  0.10
H (2.30503, -3.55054, 1.95964)  0.07
H (4.04900, -1.57637, 1.51371)  0.08
H (4.66318, -3.19978, 0.87014)  0.11
H (4.70300, -1.67822, -0.09426)  0.08
C (-4.28827, -0.04555, -4.00209)  -0.32
O (-3.22934, 0.37203, -3.58918)  -0.01
N (-5.08868, -0.89118, -3.28343)  -0.18
C (-6.45687, -1.19285, -3.72908)  -0.06
C (-4.77721, -1.27637, -1.88344)  -0.04
H (-4.73901, 0.18611, -4.98602)  0.14
H (-6.60124, -2.25748, -3.94173)  0.09
H (-6.70563, -0.55628, -4.57017)  0.08
H (-7.16686, -0.92439, -2.92588)  0.09
H (-3.69518, -1.22311, -1.74469)  0.06
H (-5.30669, -0.57276, -1.23777)  0.09
H (-5.10068, -2.29803, -1.70025)  0.09
C (-3.36986, 3.94642, -3.02051)  -0.33
O (-3.15531, 4.82465, -3.85909)  -0.02
N (-4.02912, 4.21629, -1.86548)  -0.17
C (-4.24065, 3.12677, -0.86741)  -0.04
C (-4.44063, 5.57643, -1.48479)  -0.03
H (-2.94095, 2.92425, -3.11303)  0.12
H (-5.25749, 3.07910, -0.44192)  0.09
H (-3.46879, 3.23776, -0.10713)  0.07
H (-4.05224, 2.18504, -1.37499)  0.06
H (-4.02334, 5.95272, -0.55461)  0.08
H (-4.20189, 6.25484, -2.30360)  0.08
H (-5.52774, 5.56731, -1.32690)  0.09
C (0.89918, 3.13020, 5.50394)  -0.02
C (2.17982, 2.32832, 5.15352)  -0.49
C (1.89018, 1.31803, 4.08624)  -0.16
C (3.10261, 0.58394, 3.52224)  -0.17
C (4.10641, 1.58117, 2.98643)  -0.12
C (4.41670, 2.77766, 3.95901)  -0.52
N (3.11870, 3.27590, 4.47931)  -0.04
O (3.47416, 4.23271, 5.54213)  -0.06
C (5.40095, 2.30954, 4.97788)  -0.04
C (5.01125, 3.93916, 3.16759)  -0.03
C (2.73389, 1.65364, 6.47506)  -0.01
H (1.21767, 3.99826, 6.08728)  0.08
H (0.03720, 2.56974, 5.89177)  0.09
H (0.52466, 3.62157, 4.57945)  0.07
H (1.19445, 0.58759, 4.47221)  0.12
H (1.35113, 1.79885, 3.26428)  0.09
H (2.81651, -0.09296, 2.71806)  0.09
H (3.52434, -0.02191, 4.31878)  0.10
H (3.85067, 1.99085, 2.00738)  0.10
H (5.02193, 0.99968, 2.83933)  0.11
H (5.12144, 1.32369, 5.35189)  0.07
H (6.43350, 2.28676, 4.57157)  0.10
H (5.45353, 2.91401, 5.88284)  0.08
H (4.37208, 4.30680, 2.36107)  0.06
H (5.17519, 4.83040, 3.78103)  0.08
H (5.98200, 3.62394, 2.71996)  0.10
H (3.34491, 0.74173, 6.34821)  0.07
H (1.90856, 1.49836, 7.18398)  0.08
H (3.39359, 2.38160, 6.95076)  0.07
H (2.97306, 4.98957, 5.22582)  0.10
C (-3.15351, -2.27345, 1.37581)  -0.04
C (-3.59448, -3.16105, 2.56962)  -0.49
C (-5.10702, -3.28062, 2.51895)  -0.11
C (-5.66577, -4.40640, 3.54909)  -0.13
C (-4.89741, -5.66499, 3.15769)  -0.17
C (-3.38936, -5.60206, 3.23410)  -0.52
N (-2.98182, -4.50878, 2.33718)  -0.03
O (-1.52657, -4.31651, 2.54739)  -0.06
C (-2.96072, -5.52954, 4.69961)  -0.02
C (-2.81182, -6.93024, 2.64456)  -0.01
C (-3.20732, -2.40135, 3.86720)  -0.01
H (-2.07428, -2.26538, 1.26646)  0.07
H (-3.53210, -1.24777, 1.29245)  0.07
H (-3.56321, -2.80534, 0.53069)  0.05
H (-5.62324, -2.33121, 2.73055)  0.11
H (-5.42894, -3.60359, 1.51150)  0.12
H (-6.75063, -4.55462, 3.47569)  0.11
H (-5.45684, -4.17638, 4.59114)  0.09
H (-5.25853, -6.11639, 2.24608)  0.12
H (-5.19631, -6.36781, 3.95081)  0.12
H (-3.40108, -4.69407, 5.21711)  0.06
H (-3.26874, -6.42434, 5.22886)  0.09
H (-1.86682, -5.42528, 4.78237)  0.07
H (-3.15876, -7.84776, 3.12311)  0.09
H (-3.08047, -7.01344, 1.59172)  0.07
H (-1.73829, -6.83305, 2.67645)  0.07
H (-3.85425, -2.62778, 4.72641)  0.07
H (-3.40984, -1.32408, 3.67349)  0.08
H (-2.16469, -2.57067, 4.12476)  0.06
H (-1.17686, -4.90633, 1.85609)  0.10